Here is the molecule C6H4BrClOS in a non-equilibrium geometry from OMol25. Energies are from ωB97M-V with the def2-TZVPD basis set.

Calculated values
E_tot (eV): -101730.4775
HOMO energy (alpha / beta) (eV): -6.2 / -9.7

The geometry in ORCA input format:
```
! RIJCOSX wB97M-V def2-TZVPD def2/J DEFGRID3
* xyz 0 3
C -1.85139 0.89962 0.54299
C -1.32332 1.88700 1.31691
C -0.87718 0.07206 -0.09365
C 0.42255 0.33867 0.35545
C 1.80653 -0.20759 0.00848
C 2.09580 -1.10147 -1.27214
O 2.69488 0.10418 0.78568
S 0.42040 1.69014 1.44470
Cl -1.16483 -1.12190 -1.25988
Br 1.92441 0.01958 -2.93762
H -2.82382 0.76633 0.32673
H -1.89270 2.72832 1.74925
H 1.30122 -1.79391 -1.44177
H 3.07199 -1.68580 -1.24205
*
```